Below is a structure of composition C18H25N5O6PdSi, with properties calculated with ωB97M-V/def2-TZVPD.

* spin multiplicity: 1
* HOMO energy: -8.68 eV
* HOMO-LUMO gap: 8.88 eV
* E_tot: -50165.8158 eV

Last column: Löwdin charge in e.
Cartesian coordinates (Å):
1 Pd -0.65055 -1.26225 0.77640  1.08
2 O -2.88870 -2.40181 3.53726  0.07
3 C -1.91408 -1.79188 2.77964  -0.74
4 O -1.12537 -2.69116 2.14911  -0.18
5 C -1.19605 -0.75950 3.67595  -0.10
6 O -0.13621 -0.13006 2.97186  -0.17
7 C -0.27470 1.21482 2.53814  -0.10
8 C -0.61452 1.52483 1.04807  -0.62
9 O -0.92790 2.68033 0.82795  0.04
10 O -0.54625 0.62239 0.10675  -0.17
11 H -3.08132 -3.23266 3.08056  0.12
12 H -1.91646 -0.02404 4.04133  0.12
13 H -0.77235 -1.29741 4.52381  0.14
14 H -0.99926 1.75291 3.15173  0.12
15 H 0.69546 1.68802 2.70331  0.13
16 C -3.87526 0.33206 -0.38015  -0.14
17 Si -3.91573 -0.12552 1.41447  0.45
18 C -3.94002 1.38089 2.50527  -0.14
19 C -5.34154 -1.24398 1.82894  -0.16
20 O -2.46698 -0.99744 1.64817  -0.27
21 H -4.71372 0.98162 -0.64059  0.04
22 H -3.92874 -0.56102 -1.00656  0.04
23 H -2.94792 0.86156 -0.60807  0.03
24 H -4.86043 1.93721 2.30647  0.04
25 H -3.10436 2.05147 2.29765  0.02
26 H -3.94361 1.12301 3.56641  0.04
27 H -6.27134 -0.71203 1.60721  0.04
28 H -5.34719 -1.51980 2.88315  0.03
29 H -5.32982 -2.15694 1.23086  0.04
30 C 0.71595 -1.60049 -2.33856  0.01
31 C 1.59288 -1.63978 -1.14327  -0.31
32 N 1.19742 -1.67073 0.11346  -0.03
33 C 2.31580 -1.64054 0.91585  -0.08
34 C 3.41269 -1.60714 0.12403  -0.05
35 N 2.94684 -1.60605 -1.17677  -0.01
36 C 3.78185 -1.55862 -2.36104  -0.06
37 N 3.48683 -0.41797 -3.17575  -0.07
38 N 3.07261 -0.59644 -4.45653  0.05
39 N 2.84915 0.53748 -4.99148  0.08
40 C 3.10602 1.52189 -4.05579  -0.23
41 C 2.99226 2.91272 -4.14621  -0.01
42 C 3.29841 3.63694 -3.01997  -0.08
43 C 3.70536 3.00519 -1.82390  -0.07
44 C 3.82430 1.63934 -1.72023  0.00
45 C 3.51945 0.91249 -2.87592  -0.17
46 H -0.30928 -1.78141 -2.02399  0.07
47 H 1.00811 -2.35521 -3.07007  0.09
48 H 0.76167 -0.62401 -2.82236  0.09
49 H 2.22984 -1.64438 1.98801  0.12
50 H 4.46394 -1.58456 0.35066  0.12
51 H 3.63828 -2.43363 -2.99272  0.14
52 H 4.81431 -1.53162 -2.01207  0.14
53 H 2.66683 3.38386 -5.06304  0.12
54 H 3.21461 4.71488 -3.03682  0.10
55 H 3.91725 3.61920 -0.95872  0.11
56 H 4.11157 1.16495 -0.79189  0.10

Below is the molecule C18H25NO3, with properties calculated with ωB97M-V/def2-TZVPD.

* spin multiplicity: 1
* energy above the lowest of the compared OMol25 structures with the same formula, charge and spin: 242.6 kJ/mol
* structure (SMILES): CCOC(=O)C1CCN(C/C=C/c2ccccc2OC)CC1
* HOMO energy: -8.03 eV
* HOMO-LUMO gap: 8.94 eV
* E_tot: -26703.9100 eV

Last column: Löwdin charge in e.
Cartesian coordinates (Å):
1 C -7.56461 -1.15178 -0.55483  -0.06
2 C -6.84159 0.11226 -0.99658  -0.22
3 H -7.47166 0.99424 -0.86391  0.12
4 H -6.53437 0.02515 -2.04388  0.12
5 O -5.68325 0.35842 -0.19636  0.00
6 C -4.55748 -0.27959 -0.53737  -0.48
7 O -4.46937 -1.03732 -1.46706  0.12
8 C -3.41804 0.12541 0.37302  -0.23
9 C -2.42690 -1.01912 0.56788  -0.13
10 C -1.22532 -0.53886 1.37366  -0.20
11 N -0.56739 0.56211 0.69754  -0.17
12 C -1.47114 1.68837 0.58094  -0.20
13 C -2.67682 1.30356 -0.27097  -0.12
14 H -2.32905 1.00359 -1.26046  0.13
15 H -3.34470 2.16048 -0.37528  0.12
16 H -1.81909 2.03892 1.57220  0.13
17 H -0.93912 2.51088 0.09644  0.12
18 C 0.70151 0.91526 1.31746  -0.20
19 C 1.80327 -0.00301 0.88751  -0.06
20 C 3.02097 0.41991 0.55808  -0.04
21 C 4.14601 -0.41354 0.15752  -0.15
22 C 4.18109 -1.78756 0.37359  -0.03
23 C 5.26526 -2.55361 -0.01190  -0.09
24 C 6.34655 -1.94774 -0.62341  -0.09
25 C 6.34581 -0.58065 -0.84674  -0.03
26 C 5.25960 0.19377 -0.46238  -0.22
27 O 5.18330 1.54363 -0.65259  -0.09
28 C 6.25830 2.20251 -1.27217  -0.09
29 H 5.97260 3.25275 -1.31610  0.09
30 H 6.42644 1.83309 -2.28912  0.10
31 H 7.18205 2.10491 -0.69205  0.10
32 H 7.20249 -0.13004 -1.32304  0.10
33 H 7.20088 -2.53376 -0.92830  0.10
34 H 5.26800 -3.61807 0.16810  0.10
35 H 3.34607 -2.26165 0.86520  0.11
36 H 3.23084 1.48094 0.56479  0.11
37 H 1.55192 -1.05205 0.85265  0.09
38 H 0.62085 0.89532 2.42315  0.13
39 H 0.95971 1.93692 1.02899  0.12
40 H -1.55786 -0.24044 2.38836  0.13
41 H -0.51506 -1.35977 1.48401  0.11
42 H -2.09481 -1.36358 -0.41174  0.13
43 H -2.90597 -1.85366 1.08298  0.12
44 H -3.83857 0.44377 1.33181  0.15
45 H -7.82839 -1.08628 0.49805  0.08
46 H -8.47006 -1.27797 -1.14143  0.08
47 H -6.92289 -2.01614 -0.70627  0.08

Below is a cluster of 2 separate species, C18H25O6P in total, with properties calculated with ωB97M-V/def2-TZVPD.

* spin multiplicity: 1
* structure (SMILES): OCCCO[C@H](c1ccccc1)[C@@H](O)OCP(O)O.c1ccccc1
* HOMO energy: -8.96 eV
* HOMO-LUMO gap: 9.14 eV
* E_tot: -40644.6675 eV

Last column: Löwdin charge in e.
Cartesian coordinates (Å):
1 O 0.62160 -3.43015 0.86362  -0.08
2 C 0.16364 -2.16113 1.31096  -0.27
3 C 0.04702 -1.16251 0.17648  -0.16
4 C -0.22693 0.23551 0.70096  -0.21
5 O -0.50764 1.16609 -0.30524  -0.07
6 C 0.63462 1.65150 -0.97551  -0.23
7 C 0.98247 3.04822 -0.54771  -0.16
8 C 0.02075 4.05066 -0.45088  -0.02
9 C 0.36357 5.34347 -0.06665  -0.07
10 C 1.69987 5.64275 0.22687  -0.09
11 C 2.66815 4.65121 0.15273  -0.08
12 C 2.30874 3.36040 -0.22726  -0.03
13 C 0.46701 1.49863 -2.49929  -0.37
14 O -0.33097 0.36093 -2.72952  0.04
15 O -0.10561 2.65394 -3.03093  -0.11
16 C 0.09102 2.84810 -4.41442  -0.31
17 P 1.81521 3.36398 -4.99602  0.87
18 O 2.28569 1.93318 -5.69639  -0.31
19 O 2.66076 3.30560 -3.58596  -0.30
20 H 0.17681 -3.65395 0.04249  0.09
21 H -0.79554 -2.28770 1.81707  0.11
22 H 0.89764 -1.80963 2.03216  0.13
23 H 0.98015 -1.21260 -0.38537  0.12
24 H -0.74736 -1.47676 -0.49986  0.12
25 H -1.07983 0.18089 1.37273  0.13
26 H 0.62495 0.54348 1.31774  0.13
27 H 1.49278 1.02751 -0.71868  0.14
28 H -1.00839 3.82742 -0.68834  0.12
29 H -0.39036 6.10906 -0.00436  0.10
30 H 1.96781 6.64622 0.52030  0.10
31 H 3.70087 4.85313 0.38336  0.10
32 H 3.04595 2.57293 -0.28385  0.11
33 H 1.45696 1.31064 -2.92128  0.14
34 H -0.34044 0.20540 -3.67721  0.09
35 H -0.28291 2.00773 -5.01652  0.09
36 H -0.52549 3.70125 -4.67898  0.08
37 H 1.71303 1.21623 -5.40460  0.03
38 H 3.36495 2.65409 -3.69067  0.06
39 C -2.35852 -6.05031 2.65922  -0.09
40 C -1.58536 -4.93397 2.94971  -0.09
41 C -1.72368 -4.29983 4.17724  -0.09
42 C -2.62719 -4.78329 5.11375  -0.10
43 C -3.39723 -5.90043 4.82198  -0.10
44 C -3.26464 -6.53282 3.59362  -0.10
45 H -2.25356 -6.54608 1.70248  0.10
46 H -0.87611 -4.56002 2.22210  0.07
47 H -1.12435 -3.42701 4.40492  0.10
48 H -2.73103 -4.28954 6.07148  0.10
49 H -4.10089 -6.27854 5.55241  0.10
50 H -3.86753 -7.40236 3.36499  0.10

Below is a structure of composition C18H26AlAs2BN2O4, with properties calculated with ωB97M-V/def2-TZVPD.

* spin multiplicity: 1
* energy above the lowest of the compared OMol25 structures with the same formula, charge and spin: 2.8 kJ/mol
* HOMO energy: -13.63 eV
* charge: +2
* HOMO-LUMO gap: 7.96 eV
* E_tot: -159198.4973 eV

Last column: Löwdin charge in e.
Cartesian coordinates (Å):
1 Al 0.67957 0.16197 0.82894  0.27
2 C 2.14418 -0.70417 5.04745  0.06
3 O 2.55340 0.48536 4.29811  0.07
4 C 2.16210 0.62073 3.08429  -0.48
5 O 1.44439 -0.22234 2.47155  0.02
6 N 2.56192 1.73759 2.46707  0.10
7 N 2.14106 1.89816 1.14190  0.08
8 H 2.57192 -0.56102 6.03164  0.11
9 H 2.55772 -1.58466 4.56489  0.11
10 H 1.06001 -0.74202 5.09254  0.11
11 H 3.07090 2.45800 2.96221  0.19
12 H 2.95504 2.01693 0.54473  0.14
13 H 1.51963 2.70595 1.03891  0.11
14 C 0.90034 1.01954 -2.71161  -0.22
15 As 1.51872 -0.35598 -1.49522  1.16
16 C 3.36582 -0.64651 -1.99559  -0.24
17 C 0.56538 -1.93409 -2.06686  -0.39
18 C 0.69643 -2.34273 -3.39087  -0.09
19 C 0.00907 -3.45569 -3.84982  -0.04
20 C -0.81597 -4.16522 -2.98783  -0.03
21 C -0.95315 -3.76203 -1.66849  -0.08
22 C -0.26699 -2.64846 -1.19504  -0.39
23 As -0.45000 -2.12186 0.65671  1.17
24 C 0.26915 -3.62262 1.64816  -0.24
25 C -2.34536 -2.16680 1.02050  -0.23
26 H 1.11407 0.71853 -3.73573  0.05
27 H 1.40206 1.96215 -2.49874  0.05
28 H -0.17405 1.14367 -2.58646  0.05
29 H 3.40775 -0.92790 -3.04632  0.04
30 H 3.79631 -1.44193 -1.39165  0.04
31 H 3.93433 0.27154 -1.85545  0.04
32 H 1.33234 -1.79796 -4.07881  0.11
33 H 0.11554 -3.76755 -4.87981  0.12
34 H -1.35297 -5.03396 -3.34357  0.12
35 H -1.60006 -4.32837 -1.00913  0.11
36 H -0.27653 -4.52894 1.39173  0.05
37 H 0.16496 -3.42958 2.71446  0.04
38 H 1.32081 -3.75418 1.40181  0.04
39 H -2.75834 -3.13462 0.74385  0.04
40 H -2.83277 -1.37546 0.45416  0.04
41 H -2.50352 -1.99718 2.08410  0.05
42 O -0.45751 2.93143 0.41069  0.08
43 B -0.83135 1.59198 0.51416  -0.57
44 O -2.17238 1.42773 0.25830  0.14
45 C -2.66211 2.70336 -0.00344  -0.19
46 C -3.94969 3.08043 -0.31006  0.03
47 C -4.15370 4.43975 -0.52358  -0.05
48 C -3.11206 5.36015 -0.43043  -0.05
49 C -1.81490 4.96526 -0.11841  0.02
50 C -1.63165 3.61815 0.08885  -0.18
51 H -4.75310 2.36066 -0.37698  0.13
52 H -5.14678 4.79115 -0.76645  0.12
53 H -3.31586 6.40764 -0.60304  0.12
54 H -1.00415 5.67605 -0.04233  0.13